(1)
44
Properties=species:S:1:pos:R:3:forces:R:3 method="wB97M-V/def2-TZVPD" orbital_gap_ev="8.53 / 6.14" multiplicity=2 charge=+1 homo_ev="-11.465 / -12.376" e_above_lowest_kj_mol=28.69
Al -0.600502 -0.599247 -0.514994 -0.117 0.503 0.215
F 0.871623 -0.592243 -1.355496 0.277 0.102 -0.404
As 2.930710 -0.882357 -0.865812 -0.302 0.097 0.076
F 3.103311 -0.955339 -2.543733 0.041 -0.016 -0.040
F 2.980708 0.812881 -0.911765 0.015 0.040 -0.042
F 4.511973 -1.153107 -0.389502 0.065 -0.063 0.033
F 2.230927 -0.758285 0.717512 0.042 0.019 0.082
F 2.405352 -2.516056 -0.857285 0.027 -0.155 0.048
S -4.314122 0.156898 -2.867319 -0.080 0.037 -0.032
C -3.044036 -0.315713 -2.093472 0.070 -0.067 0.006
N -2.072087 -0.687277 -1.500214 0.028 0.043 -0.027
C -2.757275 2.127225 0.448408 0.062 0.123 0.034
Si -0.949659 1.819796 0.734317 0.015 -0.254 0.098
C -0.399391 1.671849 2.505124 -0.030 0.103 -0.065
C 0.204115 2.673013 -0.405082 -0.160 -0.133 0.037
C 1.416098 3.202936 0.055581 0.124 -0.011 0.044
C 2.253058 3.884067 -0.808547 -0.020 0.008 -0.025
C 1.909991 4.007022 -2.150648 -0.012 -0.014 0.037
C 0.722003 3.465388 -2.630048 -0.005 0.002 0.006
C -0.129347 2.806736 -1.762312 0.000 0.052 -0.110
H -2.951347 3.150887 0.789392 -0.049 -0.028 0.009
H -3.401314 1.454361 1.013753 0.034 -0.029 0.003
H -3.032491 2.078592 -0.604613 0.006 -0.023 -0.013
H -0.435712 2.662044 2.971539 0.000 -0.015 -0.001
H 0.623178 1.302459 2.586383 -0.002 -0.021 -0.022
H -1.060834 1.020785 3.077446 -0.004 -0.016 -0.021
H 1.704675 3.087430 1.093980 -0.012 0.012 -0.016
H 3.177760 4.311107 -0.444771 -0.001 -0.012 0.002
H 2.575231 4.525845 -2.827890 -0.001 0.000 -0.006
H 0.464265 3.563339 -3.675800 -0.006 0.001 0.003
H -1.063873 2.403942 -2.140991 0.013 -0.012 0.008
C -0.376753 -4.330077 -0.596617 0.027 -0.091 0.027
Sb -0.520172 -2.817644 0.875518 -0.054 -0.312 0.012
C -2.368497 -3.260593 1.801391 -0.011 0.016 0.054
C 0.946045 -3.312125 2.305019 0.031 0.033 0.016
H -0.481179 -5.299385 -0.111804 -0.002 0.006 -0.003
H 0.589500 -4.265666 -1.090986 -0.004 0.030 0.019
H -1.173658 -4.199265 -1.325972 -0.007 0.021 0.013
H -2.355373 -4.299430 2.125857 0.003 0.000 -0.007
H -3.172029 -3.113925 1.082288 0.010 -0.001 -0.005
H -2.531771 -2.616898 2.663067 0.016 0.009 -0.009
H 0.777880 -4.347821 2.594802 0.019 0.003 0.007
H 0.863140 -2.667994 3.177165 -0.022 0.019 -0.025
H 1.929867 -3.198169 1.857110 -0.025 -0.005 -0.015

=====

(2)
88
Properties=species:S:1:pos:R:3:forces:R:3 method="wB97M-V/def2-TZVPD" orbital_gap_ev="5.74 / 6.07" multiplicity=2 charge=0 homo_ev="-7.849 / -7.856" e_above_lowest_kj_mol=200.42
Ir -0.036171 -0.106105 -0.760329 0.121 0.973 -0.104
S -0.136675 0.720932 1.643008 0.317 -0.254 -1.043
P 0.381520 -1.140470 2.178136 0.181 -0.229 0.785
S 0.486158 -2.264201 0.520097 -0.562 0.824 -0.566
C 1.946542 -1.195956 3.083766 0.010 -0.136 -0.183
C 2.248411 -0.214118 4.022895 -0.051 -0.045 -0.032
C 3.437667 -0.286748 4.730158 -0.005 0.060 0.066
C 4.323738 -1.331635 4.501218 0.009 -0.046 -0.047
C 4.023153 -2.310302 3.564236 -0.058 -0.032 -0.040
C 2.832584 -2.245663 2.851714 0.010 0.118 0.142
C -0.845425 -1.855472 3.294890 0.035 0.030 -0.020
C -0.476994 -2.509123 4.467559 -0.114 0.011 -0.043
C -1.450724 -3.136239 5.235867 0.015 -0.004 0.008
C -2.778464 -3.111599 4.834208 0.067 0.041 0.019
C -3.144600 -2.454226 3.663748 -0.020 -0.002 -0.010
C -2.181972 -1.825711 2.893451 0.018 0.011 0.019
H 1.554908 0.602080 4.192293 0.053 0.020 -0.007
H 3.678164 0.476536 5.459414 -0.006 -0.010 -0.026
H 5.256632 -1.380510 5.049010 -0.031 0.016 -0.005
H 4.713808 -3.123822 3.378587 -0.012 0.047 0.023
H 2.589955 -3.003108 2.117416 0.062 0.011 -0.031
H 0.560254 -2.535498 4.776066 -0.019 -0.009 0.007
H -1.165001 -3.650888 6.144834 -0.026 0.020 -0.017
H -3.530994 -3.605542 5.436141 0.005 0.001 -0.026
H -4.180860 -2.443552 3.348737 0.026 0.020 0.006
H -2.455076 -1.315202 1.974837 -0.012 -0.013 0.050
O 0.690079 1.699412 -1.266560 -1.233 -0.559 0.035
C 0.790729 2.046697 -2.653753 0.631 -0.267 -0.590
C 0.524068 3.543531 -2.810116 -0.112 -0.228 0.242
C 0.114765 4.413666 -1.855111 0.064 0.132 0.009
C -0.080642 5.734458 -2.356648 0.051 0.028 0.178
C 0.214204 5.835681 -3.676486 0.015 -0.016 -0.188
S 0.729606 4.337629 -4.329661 0.011 -0.001 0.055
C 2.229197 1.810596 -3.132324 -0.121 -0.202 0.374
C 2.711651 1.533854 -4.374800 0.094 0.020 -0.025
C 4.135852 1.434390 -4.396166 -0.125 0.024 -0.207
C 4.685147 1.639515 -3.171482 0.118 0.074 0.077
S 3.495592 1.950369 -1.982754 0.049 0.145 -0.081
C -0.155127 1.222575 -3.535723 0.170 -0.051 0.324
C 0.039117 -0.074482 -3.942245 -0.086 0.150 -0.378
C -1.036148 -0.572760 -4.731638 0.150 -0.124 0.197
C -2.019036 0.350599 -4.895433 -0.204 0.178 0.018
S -1.657288 1.827191 -4.110642 -0.007 -0.072 0.080
H -0.064179 4.107579 -0.838076 0.032 0.025 -0.039
H -0.426496 6.566211 -1.756037 0.033 -0.069 -0.034
H 0.158539 6.702582 -4.319076 -0.002 -0.043 0.097
H 2.084674 1.411764 -5.248671 0.013 -0.024 0.061
H 4.710395 1.226481 -5.290597 -0.033 -0.009 0.093
H 5.731945 1.613456 -2.904791 -0.090 -0.012 -0.002
H 0.965130 -0.605955 -3.787386 -0.064 0.013 0.123
H -1.064270 -1.570348 -5.150582 0.000 0.067 0.000
H -2.939284 0.255339 -5.453492 0.051 -0.025 0.052
F 4.094921 -5.450929 -2.851623 0.035 -0.051 -0.018
C 3.534615 -4.285993 -2.521129 0.047 -0.038 -0.003
C 2.171933 -4.110271 -2.618943 -0.128 -0.075 -0.065
F 1.399726 -5.113380 -3.047741 -0.050 -0.018 0.003
C 1.604317 -2.896613 -2.291169 0.129 0.367 -0.018
F 0.271357 -2.760180 -2.419364 0.178 -0.154 -0.159
C 2.347391 -1.797608 -1.833342 -0.206 -0.442 -0.024
O 1.832962 -0.617462 -1.549999 -0.741 -0.134 0.413
C 3.727481 -2.027946 -1.733075 -0.115 0.295 0.018
F 4.517942 -1.046215 -1.302633 0.102 0.030 0.101
C 4.309314 -3.229249 -2.083345 0.010 0.014 0.002
F 5.631157 -3.374750 -1.998439 0.108 -0.016 0.045
N -3.482940 2.196160 5.264830 -0.073 0.091 -0.189
C -3.378057 2.202979 3.887502 -0.013 0.040 0.035
C -4.259423 1.444424 3.105836 0.009 -0.045 0.021
C -4.178584 1.476904 1.727882 0.050 0.045 0.043
C -3.215916 2.271818 1.118165 -0.001 0.134 -0.085
C -2.344588 3.043664 1.875018 -0.179 0.049 -0.040
C -2.432855 3.017450 3.253154 0.028 0.008 0.047
S -3.034941 2.233065 -0.626459 0.002 -0.274 0.325
O -2.303491 3.385334 -1.029377 0.164 -0.027 0.043
O -4.313168 1.967840 -1.228301 -0.083 -0.284 0.049
N -2.121000 0.875594 -0.823827 0.928 -0.877 -0.156
C -2.643253 -0.291379 -1.231264 -1.086 0.474 -0.154
S -4.237422 -0.761835 -1.757300 0.148 0.156 -0.045
C -3.634572 -2.367467 -2.049548 -0.210 0.158 0.057
C -2.333905 -2.463516 -1.745479 0.452 -0.257 0.048
N -1.794665 -1.287514 -1.263367 1.136 0.279 0.026
H -3.987813 1.443140 5.695452 0.038 -0.043 0.025
H -2.711282 2.561742 5.791306 0.040 -0.037 0.062
H -5.018980 0.843494 3.593830 0.031 -0.004 -0.022
H -4.864134 0.901527 1.116924 0.004 0.009 0.034
H -1.611935 3.658915 1.364855 -0.034 -0.006 0.101
H -1.772260 3.633590 3.854507 -0.006 -0.048 -0.046
H -4.285956 -3.136614 -2.434095 0.080 0.024 0.063
H -1.700760 -3.332627 -1.841183 -0.207 0.076 0.060